1.
54
Properties=species:S:1:pos:R:3:forces:R:3 method="wB97M-V/def2-TZVPD" orbital_gap_ha="0.221 / 0.221" lumo_ev="0.2 / 0.2" charge=0
C 4.419 -1.939 0.966 0.27 -0.07 0.41
C 4.340 -0.567 0.726 -0.21 -0.18 -0.28
C 3.103 0.030 0.376 1.28 -0.57 0.89
C 1.913 -0.708 0.373 3.09 -0.87 0.62
C 2.055 -2.105 0.509 0.64 -0.61 0.67
C 3.272 -2.729 0.869 0.04 0.32 -0.43
C 3.126 1.495 0.110 -0.73 0.97 -0.48
C 2.175 1.946 -1.025 -0.06 0.82 0.01
N 2.744 1.913 -2.350 0.82 0.41 -0.01
Cd 0.073 0.070 0.531 -1.38 -0.09 0.95
C 0.854 -2.967 0.267 -1.22 0.08 -0.29
P -0.129 -2.070 -1.071 0.25 -1.16 -0.05
H 5.252 0.044 0.854 -0.66 -0.28 -0.33
H 3.352 -3.815 1.093 -0.31 0.86 -0.41
H 5.388 -2.394 1.253 -0.74 0.34 -0.18
H 0.202 -3.041 1.152 0.14 -0.03 -0.10
H 1.100 -3.991 -0.053 0.02 0.30 0.11
H 2.778 2.049 0.995 0.18 -0.18 0.01
H 4.136 1.862 -0.130 -0.30 -0.20 0.12
H 1.192 1.388 -0.919 0.71 0.49 -0.52
C -1.609 -3.088 -1.310 -0.41 -0.47 -0.22
C 0.923 -2.517 -2.502 0.01 -0.03 -0.41
H 1.941 3.014 -0.846 -0.07 -0.52 -0.02
C 3.154 0.633 -2.882 -0.32 -0.16 0.05
C 2.092 2.765 -3.327 -0.23 -0.32 0.20
H -2.842 0.094 -0.180 0.59 -1.10 -2.31
H 3.703 0.772 -3.828 -0.25 -0.01 0.37
H 3.814 0.110 -2.177 -0.23 0.10 -0.16
H 2.262 0.001 -3.076 0.31 -0.09 -0.08
H 2.684 2.815 -4.251 -0.08 -0.03 0.29
H 1.096 2.365 -3.583 -0.06 0.19 -0.15
H 1.973 3.781 -2.929 0.02 -0.24 -0.08
H 0.952 -3.607 -2.662 -0.03 0.34 0.12
H 0.500 -2.043 -3.402 0.28 -0.15 0.21
H 1.951 -2.152 -2.341 -0.45 -0.08 -0.07
H -1.390 -4.144 -1.510 0.04 0.14 0.04
H -2.258 -3.034 -0.423 0.16 0.12 -0.28
H -2.158 -2.690 -2.177 0.06 -0.10 0.33
H -1.246 0.975 -0.491 -0.66 1.22 0.22
C -5.605 0.228 2.078 -0.27 -0.09 0.06
Si -4.143 1.366 2.557 0.07 -1.15 -0.74
C -4.698 3.116 2.109 0.41 0.05 -0.21
C -3.960 1.239 4.445 0.43 -0.07 0.04
C -2.612 0.933 1.482 2.18 2.41 0.27
C -2.017 0.620 0.254 -4.34 -0.33 2.46
H -6.565 0.459 2.572 0.36 0.09 -0.02
H -5.392 -0.828 2.308 0.06 0.25 -0.10
H -5.802 0.296 0.996 0.16 -0.04 0.21
H -5.620 3.451 2.611 0.31 -0.38 -0.02
H -3.891 3.814 2.373 -0.23 -0.02 -0.21
H -4.882 3.161 1.026 0.14 0.14 0.22
H -3.710 0.209 4.737 0.15 0.24 -0.07
H -3.149 1.908 4.765 -0.05 -0.27 0.02
H -4.840 1.505 5.058 0.09 0.01 -0.67

---

2.
37
Properties=species:S:1:pos:R:3:forces:R:3 method="wB97M-V/def2-TZVPD" smiles="CCOC(=O)C(CCC#N)(CCC#N)C(=O)OCC" orbital_gap_ha=0.402 lumo_ev=0.4 charge=0
C -1.406 -3.462 -0.923 -0.03 0.41 0.01
C -2.204 -2.186 -1.141 -0.30 -0.47 0.12
O -1.375 -1.024 -1.022 0.13 0.11 -0.24
C -1.090 -0.621 0.204 0.05 0.00 0.09
O -1.461 -1.161 1.213 0.00 -0.08 0.06
C -0.188 0.622 0.228 0.10 -0.14 0.11
C -0.689 1.554 1.342 0.11 -0.08 0.02
C -1.949 2.347 0.973 0.56 0.32 0.35
C -2.969 1.508 0.395 -0.37 0.13 -0.09
N -3.777 0.861 -0.091 -0.40 -0.36 -0.25
C -0.072 1.268 -1.159 0.02 -0.01 -0.01
C 0.963 2.401 -1.213 -0.69 0.17 -0.08
C 2.310 1.886 -1.196 0.33 0.18 -0.13
N 3.377 1.477 -1.217 0.53 -0.19 -0.04
C 1.197 0.088 0.640 -0.31 0.13 0.29
O 1.843 0.528 1.551 0.09 0.00 0.07
O 1.558 -0.911 -0.151 -0.24 -0.16 -0.21
C 2.846 -1.496 0.081 0.56 -0.15 0.26
C 2.817 -2.457 1.259 -0.21 0.27 -0.23
H -0.560 -3.497 -1.606 0.06 -0.06 -0.08
H -1.037 -3.499 0.099 0.02 -0.06 0.06
H -2.043 -4.324 -1.099 -0.06 -0.11 -0.03
H -2.606 -2.134 -2.154 0.01 0.03 0.14
H -3.016 -2.108 -0.412 0.07 0.04 -0.18
H -0.903 0.921 2.207 0.09 0.13 -0.07
H 0.106 2.242 1.633 -0.09 -0.04 -0.02
H -1.723 3.143 0.258 -0.05 -0.02 0.08
H -2.360 2.811 1.874 0.07 0.05 -0.12
H 0.213 0.494 -1.874 -0.10 0.14 0.03
H -1.049 1.647 -1.464 0.06 -0.01 -0.03
H 0.846 3.093 -0.375 -0.01 0.05 -0.09
H 0.840 2.964 -2.144 -0.01 0.01 0.15
H 3.564 -0.688 0.253 -0.10 -0.14 -0.13
H 3.085 -2.012 -0.850 -0.01 0.12 0.09
H 3.789 -2.929 1.364 0.11 -0.07 0.02
H 2.585 -1.919 2.174 0.02 -0.01 0.08
H 2.063 -3.225 1.100 -0.03 -0.11 0.01

---

3.
17
Properties=species:S:1:pos:R:3:forces:R:3 method="wB97M-V/def2-TZVPD" orbital_gap_ha="0.259 / 0.259" lumo_ev="-2.2 / -2.2" charge=0
C 1.206 -0.523 3.172 0.52 0.09 0.32
C -0.248 0.652 -1.545 0.00 -0.07 0.16
C -1.420 0.534 -0.809 0.02 0.01 -0.07
C 0.980 0.412 -0.943 0.05 0.00 -0.09
C -1.370 0.201 0.527 0.13 -0.05 0.22
C 1.045 0.061 0.388 -0.26 0.02 0.23
C -0.135 -0.032 1.146 0.06 0.32 -0.54
C -0.038 -0.350 2.541 -0.96 -3.04 0.00
N 2.224 -0.648 3.687 0.35 0.08 0.14
O -0.163 -2.656 2.503 -0.61 2.45 -0.11
Br -1.473 -0.104 3.708 0.14 0.09 -0.08
H -0.292 0.924 -2.587 0.00 0.04 -0.15
H -2.375 0.706 -1.281 -0.08 0.02 -0.04
H 1.891 0.501 -1.514 0.06 -0.01 -0.06
H -2.279 0.112 1.101 -0.04 0.01 0.01
H 1.996 -0.135 0.859 0.10 0.01 0.01
H 0.740 -2.962 2.605 0.52 0.05 0.06

---

4.
17
Properties=species:S:1:pos:R:3:forces:R:3 method="wB97M-V/def2-TZVPD" smiles=O[C@@H]1CC[C@@H]2C[C@@H]21 orbital_gap_ha=0.405 lumo_ev=1.1 charge=0
O -0.406 0.814 -1.722 -0.16 0.11 -0.20
C 0.235 -0.337 -1.201 0.08 -0.14 -0.01
C -0.790 -1.267 -0.546 0.04 0.03 -0.03
C -0.921 -0.738 0.892 -0.05 -0.03 0.09
C 0.470 -0.197 1.230 -0.02 -0.17 0.23
C 0.767 1.220 0.842 -0.07 0.10 0.12
C 1.178 0.072 -0.066 0.26 -0.11 -0.01
H 0.294 1.466 -1.652 -0.25 0.54 -0.27
H 0.764 -0.833 -2.027 0.08 -0.04 0.25
H -1.742 -1.309 -1.090 0.24 0.08 0.04
H -0.362 -2.277 -0.535 -0.08 0.13 0.05
H -1.225 -1.521 1.591 0.00 0.07 -0.05
H -1.674 0.057 0.938 0.13 -0.11 0.03
H 1.024 -0.640 2.050 -0.12 0.09 0.03
H 1.549 1.735 1.400 -0.07 -0.19 -0.28
H -0.065 1.864 0.565 0.10 -0.24 -0.01
H 2.243 -0.097 -0.178 -0.10 -0.13 0.02

---

5.
38
Properties=species:S:1:pos:R:3:forces:R:3 method="wB97M-V/def2-TZVPD" orbital_gap_ha=0.175 lumo_ev=2.0 charge=-1
C 3.967 3.534 0.426 0.95 -0.36 0.42
C 2.789 3.841 -0.374 -1.86 1.10 1.02
C 2.688 3.707 -1.824 0.11 -0.22 -0.92
N 1.811 4.569 0.243 1.85 -1.52 -1.08
O 0.805 4.924 -0.429 -0.75 0.36 -0.14
O 1.944 4.837 1.466 -0.33 0.39 0.71
H 4.631 2.862 -0.129 0.04 0.09 0.01
H 4.535 4.444 0.691 0.03 -0.19 0.13
H 3.704 3.031 1.365 0.08 0.17 0.00
H 3.533 3.121 -2.201 0.02 0.08 -0.03
H 1.777 3.177 -2.135 -0.02 0.19 -0.12
H 2.686 4.688 -2.330 -0.10 -0.19 -0.08
C -2.766 -2.574 -0.891 -0.06 0.13 -0.18
C -1.461 -2.578 -0.109 -0.51 0.04 -0.41
C -0.817 -3.939 -0.231 0.42 -0.52 -0.30
C -0.577 -1.389 -0.427 0.09 -0.11 0.21
C 0.489 -1.116 0.435 0.39 0.74 -0.12
I 1.250 -2.373 1.960 0.23 0.23 0.02
C 1.106 0.133 0.432 -0.30 -0.10 -0.18
C 0.638 1.133 -0.421 0.09 -0.01 -0.28
C -0.340 0.839 -1.376 0.06 -0.29 0.21
C -0.950 -0.420 -1.370 0.39 0.17 0.28
O -1.782 -2.229 1.280 -0.42 -0.27 1.01
S -2.122 -3.362 2.419 0.06 -0.17 -0.54
C -3.872 -2.997 2.694 -0.47 0.56 -0.55
F -4.564 -4.109 3.063 0.49 0.76 0.02
F -3.997 -2.066 3.676 -0.45 -0.66 -0.56
F -4.462 -2.500 1.569 0.26 -0.35 1.13
H -2.568 -2.755 -1.959 -0.11 0.00 0.32
H -3.412 -3.364 -0.502 0.05 0.05 -0.15
H -3.277 -1.611 -0.780 0.06 -0.27 -0.01
H -0.543 -4.118 -1.280 -0.18 0.12 0.19
H 0.106 -4.027 0.352 -0.43 -0.10 -0.20
H -1.525 -4.719 0.076 0.22 0.15 -0.07
H 1.921 0.314 1.127 -0.19 0.23 -0.17
H 1.064 2.133 -0.341 0.02 -0.11 -0.09
H -0.646 1.596 -2.102 0.07 -0.21 0.35
H -1.762 -0.635 -2.062 0.21 0.09 0.16

---

6.
25
Properties=species:S:1:pos:R:3:forces:R:3 method="wB97M-V/def2-TZVPD" orbital_gap_ha=0.372 lumo_ev=-2.9 charge=+1
N -1.719 0.089 0.100 -1.46 1.87 0.01
C -1.343 0.519 -1.299 -0.91 -0.66 0.10
C -1.201 2.059 -1.499 1.42 -1.07 1.14
N -1.122 2.309 -2.941 -1.07 -0.69 1.52
H -2.085 -0.861 0.128 0.08 0.05 -0.29
H -2.554 0.707 0.348 1.47 -1.12 0.10
H -2.143 0.163 -1.967 0.48 0.22 -0.05
H -0.439 -0.050 -1.501 0.20 0.26 -0.51
H -2.016 2.533 -0.913 0.08 0.05 -1.05
H -0.276 2.397 -0.937 -0.70 -0.19 -0.61
H -1.634 3.120 -3.166 -0.61 1.00 -0.50
H -0.204 2.403 -3.292 1.02 0.07 -0.14
C 1.200 -2.016 1.725 1.63 1.01 -0.02
N 2.329 -2.899 1.394 -1.05 -0.88 -0.24
C 1.585 -0.715 1.061 0.51 1.44 -0.68
N 0.610 0.414 1.244 -0.03 0.30 0.21
H 1.081 -1.897 2.807 0.16 -0.07 -0.18
H 0.275 -2.278 1.298 -1.48 -0.87 -0.35
H 2.211 -3.764 1.927 0.29 0.21 -0.10
H 2.190 -3.195 0.414 0.36 0.16 0.61
H 1.673 -0.787 -0.027 -0.23 -0.59 0.01
H 2.587 -0.368 1.323 -0.14 -0.15 0.56
H 0.949 1.254 0.739 -0.18 -0.61 0.45
H -0.488 0.187 0.797 0.18 0.37 0.42
H 0.534 0.676 2.236 -0.01 -0.10 -0.44

---

Sequential E_tot output: -42400.0162, -24943.5297, -81969.6601, -8430.6776, -48458.9112, -10377.5599 eV
Sequential ΔE to the lowest compared entry with this formula, charge and spin output: 358.37, 127.48, 193.77, 54.30, 0.00, 59.27 kJ/mol